# 1
DFT (the ωB97M-V functional and the def2-TZVPD basis) results for a cluster of 6 separate species, C5H25N2O5S in total in a non-equilibrium geometry.

Results
- Kohn-Sham gap (eV) = 9.001
- ΔE to the lowest compared entry with this formula, charge and spin (kcal per mole) = 32.6
- E (a.u.) = -1089.15939

The geometry in ORCA input format:
```
! RIJCOSX wB97M-V def2-TZVPD def2/J DEFGRID3
* xyz 1 1
C 0.1798 0.5794 -1.0067
N -0.1492 0.1209 0.3672
C -1.1763 0.9868 1.0556
C -0.8252 0.8678 2.5603
S -1.9213 2.0510 3.3809
C -2.5619 0.3676 0.7296
C 1.4465 1.4925 -0.8610
N 2.1359 1.1144 0.4102
H 0.3735 -0.2612 -1.6771
H -0.6668 1.1880 -1.3413
H -0.4053 -0.8571 0.3744
H -1.1186 1.9864 0.5924
H -0.9534 -0.1984 2.7643
H 0.1938 1.1938 2.7652
H -1.7224 1.5199 4.6205
H -3.0900 0.1151 1.6465
H -2.4444 -0.5738 0.2130
H -3.2595 1.0306 0.2541
H 1.2688 2.5728 -0.8772
H 2.0721 1.3364 -1.7468
H 3.1261 0.9301 0.2692
H 1.5769 0.3771 0.8998
H 2.0898 1.9959 0.9182
H 2.0743 -2.3601 0.6795
H 3.6473 -2.2975 0.8387
O 2.8653 -1.8098 0.6279
H 0.0395 -3.7170 0.9858
H -0.5018 -2.9932 -0.2032
O -0.0317 -2.8101 0.6575
H -2.0769 4.1357 -0.6057
H -0.9095 4.9452 -0.7307
O -1.1305 3.9916 -0.7978
H 0.9386 -2.0692 -4.5323
H 1.8259 -2.4658 -3.3091
O 0.9551 -2.1767 -3.5727
H -0.8366 -4.2372 -1.9411
H -0.2709 -2.7803 -2.5528
O -0.7571 -3.2914 -1.8554
*
```

=====

# 2
DFT (the ωB97M-V functional and the def2-TZVPD basis) results for a structure of composition C41H60ClCoN5O4 in a non-equilibrium geometry.

Results
- Kohn-Sham gap (alpha / beta) (eV) = 6.604 / 6.958
- ΔE to the lowest compared entry with this formula, charge and spin (kcal per mole) = 0.0
- E (a.u.) = -4016.05947
- <S²> = 0.783

The geometry in ORCA input format:
```
! RIJCOSX wB97M-V def2-TZVPD def2/J DEFGRID3
* xyz 0 2
Co 0.3802 0.5475 -0.1832
C 0.0227 1.8233 1.5290
C -0.9669 1.1109 2.2706
C -2.2178 1.3727 1.6393
C -1.9604 2.2203 0.5472
C -0.5876 2.5374 0.4470
C -0.0909 3.8271 -0.1995
C -0.3780 3.8539 -1.7054
C 1.4080 4.0251 0.0148
C -0.8323 5.0006 0.4659
C -3.6371 0.9016 1.9559
C -4.0803 1.3815 3.3490
C -3.7683 -0.6268 1.8236
C -4.6567 1.5034 0.9751
C -0.5514 0.4832 3.6031
C -0.6992 1.5663 4.6912
C -1.3239 -0.7675 4.0452
C 0.9340 0.0695 3.5595
H 1.0134 2.0339 1.9046
H -2.7194 2.6483 -0.0946
H 0.2343 3.1104 -2.2188
H -0.1495 4.8404 -2.1182
H -1.4308 3.6363 -1.9066
H 1.9583 3.2004 -0.4336
H 1.6555 4.0663 1.0760
H 1.7326 4.9598 -0.4511
H -1.9003 4.9629 0.2468
H -0.4346 5.9540 0.1050
H -0.7059 4.9632 1.5499
H -3.5423 0.8883 4.1530
H -5.1469 1.1885 3.4942
H -3.9099 2.4561 3.4344
H -2.9408 -1.1472 2.2983
H -3.7662 -0.9022 0.7661
H -4.7077 -0.9717 2.2660
H -4.6881 2.5919 1.0495
H -5.6517 1.1203 1.2132
H -4.4280 1.2271 -0.0559
H -1.7449 1.8282 4.8534
H -0.1642 2.4675 4.3888
H -0.2779 1.2160 5.6384
H -2.3942 -0.6077 4.1240
H -0.9646 -1.0747 5.0304
H -1.1498 -1.5965 3.3560
H 1.6072 0.9246 3.5853
H 1.1630 -0.4927 2.6504
H 1.1632 -0.5575 4.4250
C -2.3179 -2.2712 -1.6827
C -1.5251 -1.9035 -0.4572
O -1.2669 -0.7482 -0.1446
N -1.1421 -2.9358 0.3228
C -0.2243 -2.7068 1.4327
C 1.2060 -2.8189 0.9747
C 1.9636 -3.9497 1.2501
C 3.2645 -4.0182 0.7745
C 3.7559 -2.9497 0.0451
C 2.9255 -1.8602 -0.1808
N 1.6717 -1.7921 0.2605
H -3.0653 -1.5056 -1.8681
H -2.7913 -3.2468 -1.5836
H -1.6402 -2.2855 -2.5402
H -1.2024 -3.8695 -0.0482
H -0.4399 -3.4092 2.2362
H -0.4062 -1.6887 1.7739
H 1.5441 -4.7579 1.8358
H 3.8781 -4.8860 0.9790
H 4.7654 -2.9507 -0.3428
H 3.2902 -0.9940 -0.7185
C 5.0157 -0.7614 -3.6486
C 4.6415 0.6898 -3.5301
C 4.4295 1.4813 -4.6451
C 4.0934 2.8208 -4.5022
Cl 3.8534 3.7983 -5.9206
C 3.9558 3.3817 -3.2487
C 4.1665 2.5970 -2.1227
C 4.5190 1.2618 -2.2553
O 4.7538 0.4236 -1.2189
C 4.6912 0.9420 0.0975
C 3.2610 1.3008 0.5811
O 3.1776 1.9350 1.6237
O 2.3380 0.8674 -0.1825
H 5.0378 -1.0759 -4.6911
H 4.3061 -1.3837 -3.0995
H 6.0004 -0.9330 -3.2100
H 4.5334 1.0570 -5.6358
H 3.6823 4.4224 -3.1432
H 4.0294 3.0407 -1.1459
H 5.3418 1.8073 0.2330
H 5.0596 0.1378 0.7348
C -3.3444 0.9620 -4.4551
C -3.1748 1.6529 -3.1144
N -2.0455 1.0693 -2.4267
C -0.8840 0.7120 -3.0401
N 0.1748 0.5343 -2.3086
C 1.4371 0.2024 -2.9708
C 1.2186 -0.5976 -4.2430
C 0.2827 0.2000 -5.1280
N -0.9387 0.4978 -4.3989
C -2.0228 1.0489 -5.1963
H -4.1308 1.4403 -5.0386
H -3.6114 -0.0860 -4.3026
H -4.0619 1.5212 -2.4938
H -3.0417 2.7314 -3.2754
H -1.9281 1.2729 -1.4386
H 2.0457 -0.3517 -2.2633
H 1.9815 1.1259 -3.2020
H 0.7619 -1.5609 -3.9965
H 2.1616 -0.7809 -4.7589
H 0.0098 -0.3619 -6.0240
H 0.7814 1.1223 -5.4540
H -2.0711 0.4810 -6.1269
H -1.8183 2.0955 -5.4606
*
```

=====

# 3
DFT (the ωB97M-V functional and the def2-TZVPD basis) results for the ion C3H5N2 with charge +1 in a non-equilibrium geometry.

Results
- Kohn-Sham gap (eV) = 11.477
- ΔE to the lowest compared entry with this formula, charge and spin (kcal per mole) = 4.6
- E (a.u.) = -226.58510

The geometry in ORCA input format:
```
! RIJCOSX wB97M-V def2-TZVPD def2/J DEFGRID3
* xyz 1 1
C -0.1254 -1.0405 0.5759
C 0.4854 0.0641 1.0409
N 0.3333 1.0627 0.1011
C -0.2890 0.5384 -0.9744
N -0.5582 -0.7245 -0.6839
H -0.1778 -1.9298 1.1815
H 1.1452 0.3100 1.8567
H 0.7213 2.0001 0.1347
H -0.5259 1.0637 -1.8831
H -1.0088 -1.3442 -1.3494
*
```

=====

# 4
DFT (the ωB97M-V functional and the def2-TZVPD basis) results for a cluster of 2 separate species, C8H19NO2P in total in a non-equilibrium geometry.

Results
- Kohn-Sham gap (eV) = 4.589
- ΔE to the lowest compared entry with this formula, charge and spin (kcal per mole) = 84.3
- E (a.u.) = -862.74838

The geometry in ORCA input format:
```
! RIJCOSX wB97M-V def2-TZVPD def2/J DEFGRID3
* xyz -1 1
C 2.1485 -0.1364 1.5238
C 1.1932 -1.2625 -0.6247
C 3.6793 -0.9674 -0.2885
C -1.3316 1.1057 -1.2963
C -3.5668 0.4683 -0.4688
C -1.8234 1.4201 1.1744
C 2.2898 -0.2807 -0.0577
C -2.1235 0.5646 -0.1479
N 2.2097 0.9242 -0.7787
O -2.1929 -2.0047 -0.9256
O -1.9510 -1.6148 1.6376
P -1.7200 -1.1708 0.2182
H 1.3415 0.4415 1.6318
H 1.8801 -1.0784 1.8432
H 3.1039 0.1714 1.9650
H 1.3835 -2.2482 -0.2232
H 1.2241 -1.0878 -1.7000
H 0.1626 -0.9878 -0.3975
H 4.1301 -0.9693 -1.2517
H 4.3319 -0.6215 0.4854
H 3.5335 -2.0663 -0.0768
H -0.2784 1.1551 -1.0424
H -1.4108 0.6011 -2.1970
H -1.8736 2.0745 -1.5289
H -3.8784 -0.1431 -1.3021
H -4.0098 1.4313 -0.4027
H -4.0459 -0.0382 0.3114
H -1.1891 2.2423 0.9966
H -2.6943 1.7216 1.6040
H -1.2990 0.7632 1.7863
H 2.7768 1.5931 -0.4674
*
```

=====

# 5
DFT (the ωB97M-V functional and the def2-TZVPD basis) results for the molecule CH4N2S in a non-equilibrium geometry.

Results
- Kohn-Sham gap (alpha / beta) (eV) = 5.622 / 6.772
- ΔE to the lowest compared entry with this formula, charge and spin (kcal per mole) = 47.8
- E (a.u.) = -547.95640
- <S²> = 2.008

The geometry in ORCA input format:
```
! RIJCOSX wB97M-V def2-TZVPD def2/J DEFGRID3
* xyz 0 3
C -1.4749 -0.5265 0.1878
N 0.7791 -0.2453 0.2429
N -0.5077 0.1468 -0.1490
S -3.0217 0.1097 0.0126
H -1.2810 -1.5154 0.7667
H 1.2537 -0.8558 -0.3935
H 1.3838 0.5078 0.5323
H -2.1500 0.9221 -0.4224
*
```